Entry 1:
Formula: C2H5N3
Source: the Open Molecules 2025 dataset
Level of theory: ωB97M-V/def2-TZVPD

Atoms and positions in Å:
N 0.82968 -0.83152 -0.16995
H -2.84350 0.66993 0.56240
H 2.90243 -0.34943 -0.57784
C -0.32297 -0.60793 0.06122
H 2.10340 0.39506 0.98104
C 1.94868 0.10228 -0.10045
H -2.36254 0.31701 -0.80436
N -1.40331 -0.62464 0.56858
N -2.63257 -0.20399 0.01689
H 1.78071 1.13323 -0.53752

Summary:
- SMILES: CN=C=NN
- Net charge: 0

***

Entry 2:
Formula: C2H5N3
Source: the Open Molecules 2025 dataset
Level of theory: ωB97M-V/def2-TZVPD

Atoms and positions in Å:
N -2.02019 -0.30778 0.46154
H -1.23502 0.78988 -1.01735
H 2.39819 -0.10122 -1.23195
H 3.54583 0.01767 0.29198
H -2.95239 0.01040 -1.15774
H -1.20511 -0.09545 1.07846
N 1.70069 -0.03674 0.55930
C -2.06270 0.21036 -0.62987
N 0.86343 -0.24999 1.24327
C 2.67630 0.05231 -0.18010

Summary:
- Net charge: 0

***

Entry 3:
Formula: C2H5N3O
Source: the Open Molecules 2025 dataset
Level of theory: ωB97M-V/def2-TZVPD

Atoms and positions in Å:
H 0.08815 0.47943 1.20510
H 2.30305 1.23643 0.73767
C 1.38547 -0.00417 -0.38975
H -2.69456 -0.35478 -0.54078
C -1.77718 0.13156 -0.24361
H -0.93191 -1.73256 0.23440
H 1.22920 -0.68604 -1.30440
N 0.44118 -0.31707 0.62631
N 2.36177 0.71207 -0.21044
O -1.70168 1.32885 -0.02545
N -0.70350 -0.79372 -0.08903

Summary:
- SMILES: [H]/N=C\NNC=O
- Net charge: 0

***

Entry 4:
Formula: C2H5N3O
Source: the Open Molecules 2025 dataset
Level of theory: ωB97M-V/def2-TZVPD

Atoms and positions in Å:
C 1.43527 -0.21461 0.44715
H 1.16340 1.45903 -0.87164
H -0.91718 2.06605 0.45246
N 0.76780 0.73741 -0.40456
H 0.77744 -0.74825 1.26345
O 2.58140 -0.54564 0.04641
C -0.52528 1.04544 0.14835
N -1.36994 -1.09388 -0.12359
N -1.45476 0.13268 0.38165
H -0.43227 -1.18402 -0.74780
H -2.02589 -1.65421 -0.59189

Summary:
- SMILES: N/N=C\NC=O
- Net charge: 0

***

no.,E_LUMO (eV)
1,0.476
2,0.904
3,0.817
4,0.833